(1)
{"formula": "C5H15N6O2", "method": "ωB97M-V/def2-TZVPD", "total_charge": 1, "orbital_gap_ev": [7.59, 7.59], "homo_energy_ev": [-12.351, -12.351], "de_lowest_kcal_mol": 15.75, "fmax_ev_per_a": 4.4, "species": ["C", "C", "C", "C", "C", "N", "N", "N", "N", "N", "N", "O", "O", "H", "H", "H", "H", "H", "H", "H", "H", "H", "H", "H", "H", "H", "H", "H"], "xyz": [[-1.189, 0.744, 2.259], [0.171, 1.133, 1.575], [0.208, 1.016, -0.018], [0.878, -0.273, -0.557], [0.413, -1.618, -0.320], [-1.062, 1.414, -0.610], [2.520, -0.525, 0.658], [1.611, -0.071, -1.710], [-2.005, 0.447, -0.638], [0.116, -2.435, -1.363], [-0.084, -1.930, 0.894], [-0.799, 2.066, -1.825], [3.447, -0.465, -0.084], [-1.718, -0.073, 1.756], [-1.882, 1.565, 2.170], [-0.842, 0.526, 3.225], [0.339, 2.124, 1.877], [0.997, 0.388, 1.881], [0.919, 1.850, -0.463], [1.280, 0.760, -2.158], [2.678, -0.235, -1.635], [-1.789, -0.189, -1.434], [-2.984, 0.771, -0.794], [-0.075, -3.437, -1.306], [0.588, -2.340, -2.169], [-1.380, 2.890, -1.895], [-0.325, -2.840, 1.071], [-0.031, -1.264, 1.613]], "forces_ev_per_a": [[0.9159, -0.0178, -2.2177], [-0.4075, -3.2578, -1.7430], [0.9907, 2.1394, 0.3783], [2.7110, 0.7851, 0.3412], [-3.2755, -0.9426, 0.5826], [0.2168, 1.8256, 1.8066], [2.4438, 0.0327, -3.1074], [0.1997, -1.2177, -0.5976], [-1.0016, -1.8656, -1.7763], [-0.4896, -1.1680, 3.4381], [1.9246, 1.5314, -2.9737], [-0.8692, 1.0463, -1.5039], [-2.9560, -0.0972, 3.0402], [0.3459, -0.1112, 0.4071], [-0.0746, 0.4143, 0.4629], [-0.5533, -0.2870, 1.7072], [0.8869, 1.2025, 0.2440], [-1.1416, 1.7262, 0.2497], [-1.2339, -1.6996, 1.3409], [0.6629, 0.5129, -0.5037], [-2.0471, 0.4826, -0.2690], [-0.4668, 0.1658, 0.4760], [1.2793, 0.1771, 0.3731], [-0.3221, 0.4704, 1.0052], [2.1215, 1.5348, -3.5529], [1.0400, -1.6592, 0.5391], [-0.9439, -2.4362, 0.7669], [0.0438, 0.7128, 1.0863]]}


(2)
{"formula": "CH5ClO2SSi", "method": "ωB97M-V/def2-TZVPD", "smiles": "CS(=O)(=O)[SiH2]Cl", "total_charge": 0, "orbital_gap_ev": 10.42, "homo_energy_ev": -9.980, "de_lowest_kcal_mol": 34.44, "fmax_ev_per_a": 3.2, "species": ["C", "O", "O", "Si", "S", "Cl", "H", "H", "H", "H", "H"], "xyz": [[-1.630, -1.484, -0.364], [-0.184, 0.600, 0.534], [-1.074, -1.032, 2.161], [1.523, -1.636, 0.470], [-0.465, -0.765, 0.870], [2.504, -0.193, -0.376], [-1.742, -2.592, -0.446], [-2.707, -1.109, -0.306], [-1.292, -1.081, -1.397], [1.979, -2.310, 1.647], [0.951, -2.577, -0.571]], "forces_ev_per_a": [[-0.7500, 0.7782, -2.5310], [-0.4037, 1.0735, -0.5455], [0.4758, -0.2948, -0.2150], [-2.3398, -2.0723, -0.7973], [-1.8546, -0.6871, 0.8434], [1.4724, 1.2073, -0.6072], [0.6869, 0.8142, 0.5409], [1.6016, -0.0464, 0.7126], [-0.2756, -0.7865, 1.6260], [0.5680, -0.1116, 0.5764], [0.8190, 0.1255, 0.3967]]}


(3)
{"formula": "C10H46O18", "method": "ωB97M-V/def2-TZVPD", "total_charge": 0, "orbital_gap_ev": 9.61, "homo_energy_ev": -9.522, "de_lowest_kcal_mol": 77.03, "fmax_ev_per_a": 5.3, "species": ["O", "H", "H", "O", "H", "H", "O", "H", "H", "O", "H", "H", "O", "H", "H", "O", "H", "H", "O", "H", "H", "O", "H", "H", "C", "C", "O", "O", "H", "H", "H", "H", "H", "H", "C", "C", "O", "O", "H", "H", "H", "H", "H", "H", "C", "C", "O", "O", "H", "H", "H", "H", "H", "H", "C", "C", "O", "O", "H", "H", "H", "H", "H", "H", "C", "C", "O", "O", "H", "H", "H", "H", "H", "H"], "xyz": [[-2.602, 0.608, 2.673], [-2.167, 1.417, 2.478], [-2.349, -0.028, 1.987], [-2.509, 3.732, 0.347], [-2.183, 4.504, -0.049], [-2.424, 3.097, -0.308], [1.384, 3.259, 1.417], [1.665, 2.835, 2.242], [0.949, 2.589, 0.921], [0.451, 1.286, 3.743], [1.358, 1.517, 3.706], [-0.097, 1.987, 3.408], [-2.201, 1.606, -1.632], [-2.522, 1.532, -2.535], [-2.947, 1.188, -1.163], [0.279, -0.852, 2.051], [0.382, -0.120, 2.653], [-0.393, -1.360, 2.482], [-1.277, 3.058, 2.668], [-1.249, 3.262, 1.695], [-1.566, 3.938, 3.021], [-0.200, 1.316, 0.395], [-0.744, 1.138, -0.337], [-0.230, 0.515, 0.933], [4.745, -0.465, 0.178], [3.365, 0.291, 0.236], [2.488, -0.798, 0.069], [5.778, 0.492, 0.561], [4.984, -0.892, -0.717], [4.671, -1.262, 0.930], [3.167, 1.057, -0.490], [3.038, 0.761, 1.121], [1.628, -0.513, -0.206], [5.792, 1.146, -0.172], [-3.258, -1.283, -0.487], [-4.379, -0.425, 0.139], [-4.001, 0.925, 0.366], [-2.336, -1.317, 0.605], [-3.048, -0.730, -1.392], [-3.693, -2.214, -0.637], [-4.791, -0.781, 1.028], [-5.126, -0.322, -0.637], [-3.471, 1.005, 1.181], [-1.785, -1.979, 0.206], [1.704, 2.417, -2.215], [0.819, 3.127, -3.073], [0.748, 4.478, -2.789], [1.743, 1.065, -2.592], [1.287, 2.496, -1.234], [2.661, 2.866, -2.173], [-0.225, 2.707, -2.965], [1.227, 3.097, -4.113], [0.737, 4.845, -1.864], [2.272, 0.974, -3.360], [0.145, -2.448, -3.520], [-0.733, -1.552, -2.658], [0.066, -0.819, -1.685], [0.869, -3.091, -2.562], [0.722, -1.936, -4.293], [-0.455, -3.303, -3.982], [-1.426, -2.150, -2.018], [-1.238, -0.822, -3.305], [0.550, -0.072, -2.018], [0.788, -2.587, -1.806], [0.867, -4.571, 2.502], [-0.041, -4.214, 1.295], [0.418, -3.067, 0.646], [0.527, -5.765, 3.191], [1.027, -3.690, 3.129], [1.800, -5.021, 2.122], [-0.986, -3.986, 1.815], [0.042, -5.024, 0.599], [0.205, -2.270, 1.214], [1.277, -6.393, 3.022]], "forces_ev_per_a": [[-0.9450, -1.5701, 0.0912], [0.9767, 1.5336, 0.0424], [0.3083, -0.1349, 0.2569], [-0.6676, 0.6296, 2.7388], [0.6048, 1.8933, -0.8140], [0.1254, -2.3294, -2.2432], [1.2663, 1.3117, 1.0159], [-0.1470, 0.3206, -0.5685], [-0.8511, -1.2740, -0.6260], [-0.4061, -1.8767, 0.5244], [1.2038, 0.5366, 0.1207], [-0.5899, 1.2075, -0.4734], [-0.4461, -0.1876, -0.3671], [0.4028, 0.2838, -0.3994], [0.0333, 0.3296, 0.8813], [0.0278, -0.2864, -0.7087], [0.4127, 1.1930, 1.1075], [-0.9683, -0.3263, 0.7377], [-0.3542, 1.7457, -0.3765], [-0.0728, -0.4530, 0.8134], [0.2853, -1.3265, -0.1393], [0.9814, 0.6238, 1.4463], [-1.2132, -0.4015, -1.8669], [0.1246, -0.4242, 0.0533], [-1.0502, 3.4742, 3.7572], [0.1335, -2.3568, -1.0863], [0.0605, -0.8513, -0.3568], [-0.1818, -0.1876, -0.9155], [0.1451, -1.0025, -2.6805], [0.3042, 0.3785, -0.0811], [0.5823, 0.2902, -1.0348], [0.8610, 0.6237, 1.8621], [-0.8015, 0.1564, -0.2147], [0.1336, -0.5893, 0.8197], [-2.6088, 3.4489, 3.0890], [0.1310, 1.1370, -2.2258], [0.5052, 0.2433, -0.7273], [0.4227, -0.5017, -1.8180], [1.1857, -0.3948, -0.2306], [-0.4090, -1.9798, -0.7033], [-0.6022, -1.2085, 1.3689], [-0.7241, -0.2569, 0.0029], [-0.4607, -0.1473, 0.1132], [1.9295, -0.6526, 0.7911], [0.4394, -1.0282, 1.4842], [-2.3123, 0.9624, -1.8289], [0.0723, 2.8826, 0.7884], [-0.4354, -0.4379, 1.1186], [-0.0303, -0.4104, 0.9381], [1.2836, 0.4043, -0.1034], [1.0315, -0.0569, -0.6364], [-0.8011, -0.2078, 0.4340], [0.0681, -1.5399, -1.1709], [0.7864, -0.2763, -1.1342], [-2.0913, -1.3556, 0.2457], [-0.1689, 1.6807, -0.3291], [-1.4667, -1.6320, 0.4492], [2.3488, -3.0871, -1.7173], [0.1304, 0.2058, 0.0688], [0.2602, 1.5316, -0.1179], [0.4937, 0.3527, -0.9507], [-0.4891, -0.1506, 0.3169], [0.4721, 0.5826, -1.0760], [0.4923, 1.5088, 3.0350], [2.0443, -1.3891, -1.6315], [0.5617, 0.3039, 2.3486], [-0.5378, 1.3987, 0.2397], [-0.4713, -1.2261, 0.7503], [-0.0274, -0.2500, 0.2530], [0.4895, 2.2533, -0.6901], [-0.5641, -0.7421, -0.8755], [-0.8481, -0.5013, -0.3371], [1.1704, -1.3221, -1.3697], [-1.5487, 0.9048, 0.5223]]}


(4)
{"formula": "C6H10O", "method": "ωB97M-V/def2-TZVPD", "total_charge": 0, "orbital_gap_ev": [7.76, 8.18], "homo_energy_ev": [-7.526, -7.799], "de_lowest_kcal_mol": 96.03, "fmax_ev_per_a": 3.0, "species": ["C", "C", "C", "C", "C", "C", "O", "H", "H", "H", "H", "H", "H", "H", "H", "H", "H"], "xyz": [[1.102, -1.256, -1.061], [-0.123, -0.632, -0.421], [1.358, 0.755, 1.012], [0.081, 0.092, 1.181], [-1.214, 0.721, 1.034], [-1.573, 1.098, -0.377], [-0.600, 0.412, -1.189], [1.583, -1.966, -0.378], [1.823, -0.485, -1.348], [0.787, -1.808, -1.957], [-0.871, -1.417, -0.223], [1.399, 1.732, 0.530], [2.251, 0.139, 0.886], [0.125, -0.756, 1.882], [-2.028, 0.449, 1.708], [-2.593, 0.757, -0.635], [-1.509, 2.165, -0.646]], "forces_ev_per_a": [[-0.1707, 0.0473, -0.0392], [0.7341, -0.7521, 1.2362], [0.5334, 0.7942, -0.0777], [0.4481, -1.9280, -2.2192], [-1.2579, 0.9102, 0.6690], [0.1301, -0.0538, -0.2303], [-0.3818, 0.3075, 0.1026], [-0.1025, 0.1359, -0.0842], [-0.1061, -0.1471, 0.0194], [0.1304, 0.1607, 0.1649], [-0.0832, 0.1648, -0.1855], [-0.0346, -0.1832, 0.2069], [-0.2761, 0.1776, 0.3003], [-0.1466, 0.3555, -0.0951], [0.2813, 0.2139, -0.1184], [0.2796, 0.0434, 0.1172], [0.0227, -0.2471, 0.2331]]}